(1)
The following is a quantum chemistry calculation of a structure of composition C31H39N11OSSr, from the Open Molecules 2025 dataset.

Computed properties:
* highest occupied orbital energy: -14.15 eV
* charge: +2

```
84
C31H39N11OSSr | the Open Molecules 2025 dataset | ωB97M-V with the def2-TZVPD basis set
Sr -0.201 -0.373 0.561
C 3.115 -1.689 1.152
C 3.114 -1.010 -0.222
C 2.423 -1.841 -1.269
C 3.150 -2.549 -2.220
C 2.485 -3.358 -3.124
C 1.100 -3.446 -3.053
C 0.455 -2.708 -2.082
N 1.086 -1.914 -1.208
N 1.808 -1.628 1.869
C 1.291 -3.003 2.040
C -0.112 -3.128 2.605
C -0.302 -3.884 3.753
C -1.590 -4.081 4.223
C -2.644 -3.502 3.535
C -2.362 -2.743 2.416
N -1.126 -2.559 1.935
C 2.016 -0.924 3.154
C 0.779 -0.454 3.896
C 0.736 -0.596 5.276
C -0.314 -0.035 5.982
C -1.303 0.637 5.281
C -1.201 0.702 3.906
N -0.183 0.178 3.209
H 3.879 -1.219 1.770
H 3.418 -2.732 1.037
H 4.150 -0.850 -0.522
H 2.651 -0.022 -0.144
H 4.228 -2.465 -2.243
H 3.035 -3.919 -3.867
H 0.539 -4.076 -3.727
H -0.625 -2.767 -1.983
H 1.958 -3.589 2.685
H 1.305 -3.475 1.055
H 0.546 -4.316 4.266
H -1.767 -4.677 5.109
H -3.667 -3.627 3.862
H -3.163 -2.255 1.872
H 2.601 -0.028 2.933
H 2.612 -1.530 3.847
H 1.528 -1.124 5.790
H -0.358 -0.119 7.060
H -2.140 1.097 5.786
H -1.970 1.201 3.327
N 0.440 1.076 -4.995
C -0.722 1.994 -5.104
C -1.924 1.429 -4.347
C -1.779 1.406 -2.821
N -0.964 0.290 -2.282
C -1.300 2.761 -2.299
C -0.127 3.381 -3.049
N 1.147 2.649 -2.709
C -0.334 3.372 -4.560
H 0.170 0.144 -5.297
H 1.200 1.808 -3.309
H 1.157 1.367 -5.654
H -1.014 2.111 -6.151
H -2.160 0.426 -4.715
H -2.785 2.054 -4.598
H -2.777 1.253 -2.402
H -0.134 0.149 -2.850
H -1.507 -0.562 -2.393
H -1.059 2.682 -1.240
H -2.125 3.473 -2.388
H 0.018 4.397 -2.685
H 1.166 2.375 -1.700
H 1.953 3.246 -2.889
H 0.559 3.744 -5.072
H -1.132 4.080 -4.791
O 0.881 1.837 -0.150
N 1.484 2.070 0.990
C 1.915 3.271 1.197
C 1.774 4.275 0.176
N 1.625 4.973 -0.724
C 2.557 3.557 2.447
N 3.074 3.782 3.447
S -5.318 0.961 0.158
C -4.241 2.216 0.570
C -2.981 1.726 0.678
N -2.847 0.385 0.387
C -4.011 -0.125 0.084
H -4.586 3.223 0.741
H -2.111 2.305 0.953
H -4.163 -1.161 -0.182
```

***

(2)
The following is a quantum chemistry calculation of a structure of composition C31H39N11OSSr, from the Open Molecules 2025 dataset.

Computed properties:
* highest occupied orbital energy: -13.65 eV
* charge: +2

```
84
C31H39N11OSSr | the Open Molecules 2025 dataset | ωB97M-V with the def2-TZVPD basis set
Sr 0.709 0.863 -0.072
C 0.465 2.716 -2.749
C 0.213 1.376 -3.462
C 1.486 0.576 -3.527
C 2.076 0.280 -4.754
C 3.301 -0.364 -4.781
C 3.907 -0.676 -3.573
C 3.244 -0.357 -2.399
N 2.052 0.239 -2.367
N 0.397 2.606 -1.297
C 1.363 3.461 -0.642
C 1.569 3.243 0.825
C 1.392 4.303 1.708
C 1.658 4.116 3.053
C 2.124 2.879 3.473
C 2.297 1.893 2.522
N 2.033 2.076 1.236
C -0.945 2.894 -0.845
C -1.151 2.930 0.632
C -1.877 3.984 1.177
C -2.113 4.003 2.538
C -1.581 2.988 3.320
C -0.884 1.980 2.686
N -0.704 1.936 1.375
H -0.257 3.459 -3.116
H 1.455 3.074 -3.040
H -0.141 1.577 -4.474
H -0.558 0.808 -2.932
H 1.587 0.556 -5.676
H 3.773 -0.607 -5.719
H 4.875 -1.150 -3.543
H 3.687 -0.569 -1.436
H 1.108 4.522 -0.797
H 2.334 3.287 -1.112
H 1.043 5.256 1.343
H 1.515 4.921 3.755
H 2.344 2.684 4.508
H 2.658 0.906 2.778
H -1.619 2.137 -1.261
H -1.281 3.866 -1.240
H -2.257 4.773 0.544
H -2.697 4.794 2.979
H -1.711 2.984 4.389
H -0.422 1.174 3.237
N -2.763 -4.921 1.690
C -2.384 -3.755 0.802
C -1.028 -3.254 1.269
C -1.092 -2.524 2.612
N 0.205 -1.914 2.851
C -2.154 -1.410 2.587
C -2.995 -1.308 1.309
N -2.310 -0.579 0.254
C -3.496 -2.701 0.867
H -2.064 -5.670 1.607
H -3.688 -5.303 1.457
H -2.770 -4.584 2.662
H -2.289 -4.152 -0.210
H -0.611 -2.542 0.552
H -0.332 -4.093 1.333
H -1.345 -3.249 3.416
H 0.949 -2.599 2.775
H 0.250 -1.498 3.775
H -1.625 -0.465 2.681
H -2.825 -1.511 3.440
H -3.878 -0.715 1.572
H -2.996 -0.167 -0.369
H -1.706 -1.180 -0.304
H -3.964 -2.599 -0.112
H -4.273 -3.014 1.567
O 1.014 -1.129 0.071
N 1.677 -2.261 0.117
C 2.906 -2.279 0.542
C 3.661 -1.145 0.959
N 4.306 -0.245 1.264
C 3.580 -3.525 0.592
N 4.120 -4.533 0.650
S 0.311 -2.943 -4.291
C -1.161 -2.095 -4.519
C -1.652 -1.676 -3.322
N -0.901 -2.006 -2.238
C 0.150 -2.674 -2.594
H -1.583 -1.968 -5.496
H -2.581 -1.148 -3.186
H 0.869 -3.058 -1.894
```

***

(3)
The following is a quantum chemistry calculation of a structure of composition C31H39N11OSSr, from the Open Molecules 2025 dataset.

Computed properties:
* highest occupied orbital energy: -13.84 eV
* charge: +2

```
84
C31H39N11OSSr | the Open Molecules 2025 dataset | ωB97M-V with the def2-TZVPD basis set
Sr -0.158 1.344 0.368
C 0.534 3.224 2.216
C -0.885 2.594 2.531
C -0.774 1.228 3.196
C -0.533 1.203 4.565
C -0.347 -0.015 5.195
C -0.398 -1.174 4.433
C -0.641 -1.062 3.078
N -0.837 0.108 2.460
N 0.956 3.369 0.796
C 2.417 3.290 0.635
C 3.032 2.048 1.237
C 4.288 2.124 1.827
C 4.839 0.987 2.391
C 4.108 -0.192 2.371
C 2.867 -0.180 1.765
N 2.341 0.903 1.186
C 0.391 4.565 0.171
C -1.074 4.507 -0.204
C -1.761 5.714 -0.278
C -3.092 5.718 -0.653
C -3.712 4.507 -0.925
C -2.962 3.353 -0.824
N -1.664 3.338 -0.491
H 1.258 2.569 2.703
H 0.608 4.201 2.701
H -1.541 2.566 1.662
H -1.395 3.253 3.229
H -0.503 2.127 5.127
H -0.166 -0.059 6.261
H -0.257 -2.148 4.881
H -0.684 -1.942 2.444
H 2.903 4.168 1.078
H 2.623 3.308 -0.437
H 4.820 3.065 1.851
H 5.816 1.024 2.855
H 4.487 -1.099 2.820
H 2.259 -1.078 1.730
H 0.949 4.757 -0.748
H 0.535 5.430 0.833
H -1.254 6.640 -0.042
H -3.640 6.648 -0.719
H -4.753 4.454 -1.207
H -3.410 2.388 -1.028
N 0.427 -5.644 0.220
C -0.176 -5.900 -1.108
C 0.762 -5.407 -2.225
C 0.822 -3.877 -2.345
N 1.479 -3.283 -1.117
C -0.580 -3.303 -2.529
C -1.567 -3.711 -1.434
N -1.258 -2.975 -0.185
C -1.547 -5.235 -1.241
H 1.149 -6.334 0.404
H -0.270 -5.761 0.947
H 1.139 -3.839 -0.280
H -0.324 -6.975 -1.239
H 0.394 -5.787 -3.179
H 1.764 -5.826 -2.093
H 1.450 -3.575 -3.182
H 1.246 -2.291 -1.023
H 2.492 -3.367 -1.192
H -0.950 -3.679 -3.486
H -0.533 -2.217 -2.614
H -2.572 -3.451 -1.791
H -1.997 -3.141 0.491
H -1.269 -1.970 -0.395
H -2.026 -5.674 -2.120
H -2.173 -5.514 -0.389
O 0.771 -0.076 -1.231
N 1.507 -0.378 -2.250
C 1.809 0.602 -3.049
C 1.326 1.916 -2.742
N 0.912 2.919 -2.361
C 2.612 0.337 -4.202
N 3.250 0.113 -5.130
S -4.439 -0.322 -2.567
C -3.231 0.534 -3.417
C -2.119 0.649 -2.648
N -2.202 0.067 -1.405
C -3.381 -0.472 -1.238
H -3.392 0.903 -4.417
H -1.211 1.154 -2.942
H -3.683 -0.981 -0.334
```

***

Unit: hartree. Relative energies: (1) 0.0000; (2) 0.1994; (3) 0.0528.

***

(1)
The following is a quantum chemistry calculation of the molecule C4H4N2, from the Open Molecules 2025 dataset.

Computed properties:
* highest occupied orbital energy: -9.03 eV
* SMILES string: CC#CNC#N

```
10
C4H4N2 | the Open Molecules 2025 dataset | ωB97M-V with the def2-TZVPD basis set
C -0.402 0.949 1.796
C -0.019 0.679 0.448
C 0.468 0.126 -0.515
N 0.569 -0.372 -1.752
C 0.070 -1.613 -1.943
N -0.322 -2.655 -2.146
H -0.415 1.982 2.230
H -1.370 0.600 1.877
H 0.266 0.287 2.532
H 1.156 0.016 -2.526
```

***

(2)
The following is a quantum chemistry calculation of a structure of composition C4H4N2, from the Open Molecules 2025 dataset.

Computed properties:
* highest occupied orbital energy: -8.73 eV

```
10
C4H4N2 | the Open Molecules 2025 dataset | ωB97M-V with the def2-TZVPD basis set
C 0.470 -0.184 -0.975
C 0.697 -0.919 0.164
N -0.049 -0.620 1.241
C -0.895 0.464 1.320
N -1.071 1.251 0.233
C -0.447 0.878 -0.877
H 0.989 -0.393 -1.905
H 1.417 -1.729 0.240
H -0.394 -0.300 2.331
H -0.654 1.478 -1.764
```

***

Unit: hartree. Relative energies: (1) 0.0000; (2) 0.0328.

***

(1)
The following is a quantum chemistry calculation of the molecule C4H4N2, from the Open Molecules 2025 dataset.

Computed properties:
* highest occupied orbital energy: -8.56 eV
* SMILES string: C#CC(N)=C=N

```
10
C4H4N2 | the Open Molecules 2025 dataset | ωB97M-V with the def2-TZVPD basis set
C -2.352 0.314 -0.193
C -1.150 0.263 -0.116
C 0.266 0.171 0.013
N 0.996 0.450 1.212
C 0.963 -0.334 -0.981
N 1.607 -1.049 -1.745
H -3.409 0.420 -0.274
H 1.264 1.424 1.254
H 0.417 0.234 2.016
H 1.398 -1.893 -1.187
```

***

(2)
The following is a quantum chemistry calculation of a structure of composition C4H4N2, from the Open Molecules 2025 dataset.

Computed properties:
* highest occupied orbital energy (alpha / beta): -9.75 / -8.61 eV

```
10
C4H4N2 | the Open Molecules 2025 dataset | ωB97M-V with the def2-TZVPD basis set
C 2.090 -0.079 0.562
C 1.077 -0.766 1.130
C 2.050 0.653 -0.573
C -2.349 -0.382 0.026
N 0.749 0.740 -0.634
N 0.197 -0.071 0.404
H 2.822 1.220 -1.005
H -2.085 0.430 -0.580
H -1.722 -1.385 -0.266
H -2.829 -0.360 0.936
```

***

(3)
The following is a quantum chemistry calculation of a cluster of 2 separate species, C4H4N2 in total, from the Open Molecules 2025 dataset.

Computed properties:
* highest occupied orbital energy (alpha / beta): -7.27 / -7.28 eV

```
10
C4H4N2 | the Open Molecules 2025 dataset | ωB97M-V with the def2-TZVPD basis set
C -0.070 -0.059 -1.351
C 0.036 0.910 -0.261
N 0.429 1.711 2.004
N 0.026 0.787 2.458
C 0.106 -0.443 0.286
C -0.539 -1.207 -0.705
H 0.533 -0.034 -2.262
H -0.892 1.441 -0.074
H 0.920 -0.823 0.912
H -0.572 -2.251 -0.960
```

***

Unit: hartree. Relative energies: (1) 0.0000; (2) 0.2578; (3) 0.0536.